The following is a quantum chemistry calculation of a cluster of 2 separate species, C6H14N2O3 in total, from the Open Molecules 2025 dataset.

```
! RIJCOSX wB97M-V def2-TZVPD def2/J DEFGRID3
* xyz 0 1
O -1.3651 2.5023 0.1093
C -2.2776 2.0851 -0.5585
N -2.8549 0.8174 -0.5131
O -2.7406 0.1444 0.7269
C -3.4864 -0.9827 0.7102
O -4.2994 -1.2632 -0.1254
H -2.6950 2.6415 -1.4289
H -3.8091 0.7866 -0.8401
H -3.2498 -1.5557 1.6476
C 2.4450 -1.5985 -0.3400
C 1.4591 -0.4697 -0.4848
C 0.0407 -0.9346 -0.2482
C 1.7637 0.6717 0.4999
N 3.0453 1.3400 0.3291
H 2.5355 -1.8611 0.7069
H 2.1098 -2.4916 -0.8761
H 3.4176 -1.2705 -0.7126
H 1.5556 -0.0964 -1.5221
H -0.0474 -1.6336 0.5813
H -0.5771 -0.0357 -0.0368
H -0.3669 -1.4524 -1.1472
H 1.6320 0.2377 1.5267
H 0.9624 1.3998 0.3662
H 3.0261 2.2210 0.8517
H 3.7765 0.7982 0.7780
*
```

Calculated values
HOMO-LUMO gap   9.85 eV
Relative energy (zero: lowest compared OMol25 entry of this formula, charge and spin)   37.2 kcal per mole
HOMO   -9.1 eV

Löwdin atomic charge list, values in e, 4 entries: 0.059 -0.306 0.054 -0.017